{"formula": "C38H53Cl5N6O3SSbSi3Zr", "method": "the ωB97M-V functional and the def2-TZVPD basis", "relative_energy_kcal_mol": 30.15, "multiplicity": 1, "total_charge": 3, "homo_ev": -15.17, "orbital_gap_ev": 7.31, "symbols": ["Sb", "Zr", "Cl", "Cl", "Cl", "Cl", "Cl", "S", "Si", "Si", "Si", "O", "O", "O", "N", "N", "N", "N", "N", "N", "C", "C", "C", "C", "C", "C", "C", "C", "C", "C", "C", "C", "C", "C", "C", "C", "C", "C", "C", "C", "C", "C", "C", "C", "C", "C", "C", "C", "C", "C", "C", "C", "C", "C", "C", "C", "C", "C", "H", "H", "H", "H", "H", "H", "H", "H", "H", "H", "H", "H", "H", "H", "H", "H", "H", "H", "H", "H", "H", "H", "H", "H", "H", "H", "H", "H", "H", "H", "H", "H", "H", "H", "H", "H", "H", "H", "H", "H", "H", "H", "H", "H", "H", "H", "H", "H", "H", "H", "H", "H", "H"], "xyz": [[-2.003, 0.142, 0.214], [0.866, -0.043, 0.388], [-0.392, -2.171, 1.661], [-0.500, -3.207, 4.689], [1.912, 1.399, 6.147], [1.963, 2.278, 3.145], [0.599, -1.335, 6.924], [3.789, -4.178, 3.165], [-3.508, -0.077, 2.525], [-3.726, 1.913, -0.875], [-2.947, -1.985, -1.075], [0.192, -1.397, -1.420], [2.053, 0.535, -1.468], [1.982, -1.868, -0.272], [1.592, 1.960, -3.124], [5.192, -0.011, 1.739], [3.084, 0.321, 1.097], [2.366, -2.299, 2.165], [0.136, 2.303, -0.279], [0.240, -3.520, -2.969], [0.207, 2.046, -2.698], [6.161, 2.198, 1.021], [2.237, -3.657, -4.210], [1.179, 0.811, 3.608], [4.454, 3.615, 0.058], [-0.032, 4.294, -1.604], [-2.586, -1.632, -2.942], [0.624, -0.819, 5.293], [-3.712, 3.420, 0.294], [1.166, -2.147, -1.157], [-0.129, 4.447, 0.770], [-5.318, 0.519, 2.422], [0.111, -1.175, 2.982], [3.871, 1.197, -2.904], [-4.801, -2.328, -0.816], [-0.046, 3.065, 0.810], [0.617, 0.060, 2.577], [0.099, -1.643, 4.289], [0.096, 2.917, -1.470], [-2.557, 1.067, 3.721], [-2.063, -3.636, -0.590], [1.193, 0.414, 4.947], [4.558, -2.734, 2.695], [3.939, -0.522, 1.670], [3.465, 2.668, 0.229], [-0.112, 5.080, -0.466], [5.168, 1.243, 1.194], [-3.507, -1.922, 3.006], [2.656, -3.507, -2.741], [2.297, -3.492, 2.653], [-5.470, 1.180, -1.063], [5.781, 3.388, 0.438], [1.329, -3.457, -1.953], [3.646, -1.838, 2.179], [2.452, 1.212, -2.432], [-3.154, 2.458, -2.621], [0.843, -3.051, -4.246], [3.830, 1.446, 0.794], [-5.969, -0.192, 1.925], [-2.702, 1.650, -3.187], [3.228, -2.592, -2.579], [1.912, 2.559, -3.870], [-3.583, -2.576, 2.144], [-3.318, -0.917, -3.306], [3.274, -4.344, -2.425], [-2.617, -2.197, 3.558], [0.893, -1.961, -4.224], [-5.064, -2.320, 0.236], [-0.079, 4.739, -2.586], [-2.742, 3.564, 0.760], [6.516, 4.164, 0.287], [-6.208, 1.969, -0.959], [-0.155, 1.032, -2.464], [-5.687, 0.432, -0.312], [-4.357, -2.126, 3.650], [-0.378, 2.461, -3.517], [-4.450, 3.325, 1.082], [2.209, -4.707, -4.499], [-0.544, -2.905, -2.661], [5.617, -2.635, 2.827], [-5.622, 0.738, -2.042], [-2.472, -3.988, 0.352], [-1.485, 0.892, 3.704], [-0.184, 6.153, -0.543], [-5.429, 1.478, 1.929], [-4.020, 2.794, -3.184], [-2.259, -4.422, -1.315], [-3.959, 4.323, -0.257], [-2.464, 3.292, -2.583], [-0.991, -3.549, -0.446], [2.439, 2.883, -0.032], [4.200, 4.575, -0.366], [-5.069, -3.305, -1.209], [2.922, -3.147, -4.884], [-0.155, 2.525, 1.745], [5.997, -0.455, 2.148], [-2.740, 2.112, 3.486], [1.253, -4.283, -1.239], [-0.104, -4.479, -3.074], [0.244, -3.356, -5.102], [-2.677, -2.510, -3.575], [-5.423, -1.600, -1.320], [7.172, 2.019, 1.348], [-5.696, 0.635, 3.436], [4.344, 2.160, -2.717], [-1.607, -1.183, -3.089], [1.375, -4.029, 2.763], [4.429, 0.431, -2.373], [-0.218, 5.020, 1.680], [3.920, 1.010, -3.974], [-2.899, 0.900, 4.737]], "lowdin_charge": [0.897, 1.593, 0.784, 0.773, 0.760, 0.818, 0.772, 1.130, 0.494, 0.445, 0.432, -0.198, -0.120, -0.082, 0.128, 0.212, 0.030, -0.040, -0.058, 0.105, -0.099, 0.020, -0.121, -0.675, -0.061, 0.009, -0.217, -0.677, -0.195, -0.644, -0.018, -0.189, -0.705, 0.048, -0.187, -0.204, -0.407, -0.684, -0.279, -0.194, -0.232, -0.692, -0.304, -0.220, -0.064, 0.005, -0.166, -0.208, -0.079, -0.462, -0.196, -0.049, -0.133, -0.295, -0.459, -0.203, -0.093, -0.268, 0.030, 0.007, 0.125, 0.172, 0.002, 0.027, 0.133, -0.042, 0.139, 0.021, 0.134, -0.005, 0.120, 0.051, 0.107, -0.009, 0.049, 0.133, 0.022, 0.131, 0.109, 0.080, 0.035, 0.028, -0.014, 0.131, 0.005, 0.045, 0.041, 0.043, 0.007, -0.042, 0.081, 0.114, 0.046, 0.132, 0.062, 0.177, 0.032, 0.177, 0.200, 0.147, 0.036, 0.013, 0.126, 0.050, 0.102, -0.007, 0.046, 0.098, 0.131, 0.101, 0.046]}

---

{"formula": "C35H68N12O3Ti", "method": "the ωB97M-V functional and the def2-TZVPD basis", "relative_energy_kcal_mol": 0.00, "multiplicity": 3, "homo_ev": [-5.14, -7.82], "s2": 2.005, "orbital_gap_ev": [5.57, 8.25], "symbols": ["Ti", "O", "O", "O", "N", "N", "N", "N", "N", "N", "N", "N", "N", "N", "N", "N", "C", "C", "C", "C", "C", "C", "C", "C", "C", "C", "C", "C", "C", "C", "C", "C", "C", "C", "C", "C", "C", "C", "C", "C", "C", "C", "C", "C", "C", "C", "C", "C", "C", "C", "C", "H", "H", "H", "H", "H", "H", "H", "H", "H", "H", "H", "H", "H", "H", "H", "H", "H", "H", "H", "H", "H", "H", "H", "H", "H", "H", "H", "H", "H", "H", "H", "H", "H", "H", "H", "H", "H", "H", "H", "H", "H", "H", "H", "H", "H", "H", "H", "H", "H", "H", "H", "H", "H", "H", "H", "H", "H", "H", "H", "H", "H", "H", "H", "H", "H", "H", "H", "H"], "xyz": [[-0.094, 0.172, 1.000], [-2.985, -0.537, -4.785], [0.188, -3.634, -3.131], [-1.325, -0.181, -0.644], [-0.359, -4.011, 2.723], [-1.686, -3.165, 0.997], [1.986, 1.021, -2.549], [1.817, -0.197, -0.564], [1.523, 4.497, -0.059], [1.789, 0.005, 2.350], [0.830, 2.386, 0.718], [-0.375, -1.708, 2.223], [-0.510, -1.940, -1.821], [3.673, -0.479, -2.050], [-2.162, -0.464, -2.692], [-0.672, 3.798, -0.384], [-2.849, -2.321, 0.805], [-1.383, 1.113, 2.540], [-0.830, 4.590, -1.587], [1.994, 1.425, 2.698], [2.441, 0.096, -1.649], [2.718, 1.328, -3.767], [-0.525, -2.650, -2.982], [-0.647, -2.153, -5.434], [2.911, -0.570, 1.572], [-1.627, -4.375, 0.207], [-1.475, -2.296, -4.148], [-1.235, -5.120, 3.024], [-2.484, -3.451, -4.331], [-0.787, -2.916, 1.987], [-1.291, -0.888, -1.680], [4.876, -0.143, -1.333], [1.498, -0.811, 3.554], [0.640, 1.550, -2.504], [1.045, -4.241, 2.973], [-2.002, 1.669, 3.437], [-1.744, 3.167, 5.365], [2.072, 2.342, 1.485], [-3.536, -3.547, -3.232], [3.629, -1.768, -2.715], [0.080, -1.371, 3.568], [2.736, 4.197, -0.786], [0.560, 3.503, 0.121], [-3.434, 1.322, 5.412], [0.383, -1.034, -5.358], [-2.269, -1.026, -3.935], [1.217, 5.897, 0.126], [-1.872, 3.103, 0.037], [-2.733, 2.353, 4.518], [-3.781, 3.301, 3.918], [2.419, -1.219, 0.285], [-0.154, -3.110, -5.605], [-4.149, 0.737, 4.832], [-0.996, 2.511, 5.814], [3.632, 0.211, 1.323], [0.183, 1.324, -1.550], [1.145, 6.447, -0.821], [-1.590, -4.111, -0.850], [-3.077, -3.610, -2.243], [-3.016, -2.142, -0.257], [-1.401, 4.018, -2.324], [0.275, 5.999, 0.659], [5.130, -0.856, -0.534], [-1.719, 2.635, 1.006], [-2.975, -3.312, -5.296], [0.030, 1.128, -3.308], [1.035, -1.165, -4.492], [3.244, -1.752, -0.191], [-3.968, 1.821, 6.226], [1.666, -0.217, 4.457], [-0.713, -4.920, 0.427], [-1.127, -5.390, 4.078], [1.650, -1.961, 0.517], [1.626, -3.407, 2.589], [-4.200, -2.681, -3.242], [-2.158, 2.331, -0.685], [0.045, -2.223, 4.255], [-0.104, -0.059, -5.280], [0.673, 2.633, -2.637], [-2.689, 3.824, 0.119], [-3.299, 4.049, 3.286], [-1.338, -1.967, -6.258], [2.754, 4.730, -1.746], [3.627, 4.492, -0.221], [-2.269, -4.830, 2.851], [-1.225, 3.900, 4.745], [2.596, -2.057, -2.912], [3.450, -1.307, 2.173], [1.148, 1.728, 3.318], [3.789, 1.346, -3.588], [4.067, -2.556, -2.089], [-1.896, -4.369, -4.381], [-2.713, 0.360, -2.502], [-0.600, -0.604, 3.939], [5.724, -0.109, -2.025], [-1.375, 5.518, -1.388], [4.774, 0.847, -0.885], [1.379, -5.154, 2.466], [2.403, 2.317, -4.105], [-2.489, -5.028, 0.387], [2.003, 6.367, 0.724], [0.134, 4.838, -2.025], [1.249, -4.353, 4.043], [-4.330, 3.817, 4.710], [-2.268, 3.695, 6.166], [-2.699, -1.364, 1.299], [-1.015, -6.009, 2.422], [-3.741, -2.815, 1.211], [-4.491, 2.745, 3.306], [2.898, 2.013, 0.846], [-2.706, 0.634, 5.845], [2.509, 0.617, -4.570], [2.920, 1.548, 3.280], [1.009, -1.016, -6.252], [4.177, -1.745, -3.663], [2.343, 3.338, 1.851], [2.211, -1.635, 3.591], [-4.152, -4.437, -3.368], [2.790, 3.130, -0.995]], "lowdin_spin": [1.723, 0.003, 0.006, 0.018, 0.007, 0.009, 0.003, 0.006, 0.001, 0.010, 0.008, 0.013, 0.008, 0.000, 0.003, 0.003, 0.005, 0.009, 0.000, 0.003, 0.005, 0.000, 0.003, 0.000, 0.004, 0.001, 0.000, 0.001, 0.000, 0.020, 0.018, 0.001, 0.005, 0.003, 0.001, 0.033, 0.002, 0.003, 0.000, 0.000, 0.005, 0.000, 0.005, 0.002, 0.000, 0.002, 0.000, 0.003, 0.006, 0.003, 0.012, 0.000, 0.000, 0.000, 0.000, 0.002, 0.000, 0.000, 0.000, 0.000, 0.000, 0.000, 0.000, 0.002, 0.000, 0.000, 0.000, 0.002, 0.000, 0.000, 0.000, 0.000, 0.004, 0.000, 0.000, 0.000, 0.001, 0.000, 0.000, 0.000, 0.000, 0.000, 0.000, 0.000, 0.000, 0.000, 0.000, 0.000, 0.000, 0.000, 0.000, 0.000, 0.000, 0.001, 0.000, 0.000, 0.000, 0.000, 0.000, 0.000, 0.000, 0.000, 0.000, 0.000, 0.000, 0.003, 0.000, 0.000, 0.000, 0.000, 0.000, 0.000, 0.000, 0.000, 0.000, 0.000, 0.001, 0.000, 0.000]}

---

{"formula": "C4H11NP", "method": "the ωB97M-V functional and the def2-TZVPD basis", "relative_energy_kcal_mol": 73.61, "multiplicity": 1, "total_charge": 1, "homo_ev": -13.18, "orbital_gap_ev": 9.35, "symbols": ["P", "N", "C", "C", "C", "C", "H", "H", "H", "H", "H", "H", "H", "H", "H", "H", "H"], "xyz": [[1.588, -1.840, 0.845], [-1.087, -1.262, -0.622], [-0.557, 0.436, 0.975], [-0.212, 1.706, 0.134], [0.591, 0.757, -0.877], [-0.014, -0.409, -0.057], [0.340, 0.786, -2.056], [1.685, 0.858, -0.890], [-1.243, -1.006, -1.612], [-1.621, 0.331, 1.281], [-1.046, 2.133, -0.497], [0.455, 2.475, 0.663], [0.116, 0.238, 1.937], [1.563, -2.789, -0.168], [-0.991, -2.271, -0.549], [2.891, -1.417, 0.441], [-2.024, -1.052, -0.223]], "lowdin_charge": [0.848, 0.203, -0.222, -0.119, -0.137, -0.549, 0.154, 0.097, 0.179, 0.123, 0.124, 0.136, 0.139, -0.174, 0.151, -0.128, 0.177]}

---

Number 1: energy -160232.8819 eV. Number 2: energy -84538.0945 eV. Number 3: energy -15095.1469 eV.